1.
49
Properties=species:S:1:pos:R:3:forces:R:3:lowdin_charge:R:1 method="wB97M-V/def2-TZVPD" gap_ev="6.732 / 4.714" spin_multiplicity=5 e_lumo_ev="-6.651 / -9.048" de_lowest_kcal_mol=0.0 homo_ev="-13.38 / -13.76" charge=+2
Pd -0.55927 -0.21615 0.52690 0.346 0.072 0.269 0.5185
N -1.67936 -0.02264 -1.43368 -0.041 0.019 -0.098 -0.0558
C -3.11242 0.26086 -1.69464 0.043 -0.010 -0.072 -0.2272
C -3.99846 -0.62502 -0.83494 -0.037 -0.063 -0.054 -0.1808
C -3.94750 -0.25396 0.65386 0.042 0.092 0.022 -0.2172
C -3.43102 -1.34619 1.57136 0.104 -0.035 0.050 -0.2429
N -2.03084 -1.74401 1.23559 -0.177 -0.285 0.067 -0.0608
H -1.08775 0.64053 -1.92804 -0.101 0.018 -0.020 0.0815
H -1.45218 -0.93532 -1.82446 -0.003 0.047 0.001 0.0496
H -3.32570 0.09163 -2.75314 -0.012 0.048 0.033 0.1237
H -3.29299 1.31670 -1.48605 -0.030 -0.042 0.043 0.1249
H -3.70118 -1.66748 -1.00208 -0.010 -0.011 0.051 0.1140
H -5.02261 -0.56718 -1.20412 0.034 0.066 -0.026 0.1227
H -4.93200 0.05433 1.00724 -0.028 -0.099 -0.010 0.1253
H -3.31268 0.63021 0.76383 -0.058 -0.052 0.028 0.0310
H -4.06889 -2.23301 1.52332 -0.031 0.068 -0.015 0.1291
H -3.43308 -1.00850 2.60850 0.006 0.065 -0.064 0.1051
H -2.05740 -2.43112 0.48504 0.022 0.043 0.023 0.0696
H -1.63986 -2.24044 2.03279 0.043 0.039 -0.059 0.0956
C 1.99075 -3.44905 -3.07185 0.073 0.149 0.097 0.0046
N 2.29614 -2.06276 -2.71008 0.031 -0.016 0.015 -0.1104
C 3.16532 -1.26325 -3.42425 -0.031 0.144 0.026 -0.0033
C 3.18846 -0.06297 -2.82493 -0.009 -0.106 -0.067 -0.0088
N 2.32993 -0.13067 -1.72447 0.046 -0.007 0.027 0.0210
C 1.78234 -1.37825 -1.67380 -0.192 -0.080 0.010 -0.6372
S 0.68019 -2.06954 -0.56646 0.077 -0.003 -0.053 0.6682
C 2.20939 0.98703 -0.83637 0.001 -0.198 -0.135 -0.2626
C 3.36081 1.71599 -0.57846 -0.111 0.067 0.086 0.0180
C 3.23909 2.90851 0.11410 -0.041 0.004 0.001 -0.0089
C 1.97831 3.32807 0.51116 0.068 -0.061 -0.042 -0.0223
C 0.90335 2.50069 0.25429 -0.073 0.025 0.085 -0.1406
N 1.00404 1.32797 -0.38924 0.046 0.119 -0.033 0.0440
H 2.92585 -3.94804 -3.31524 -0.056 -0.032 -0.020 0.1084
H 1.32078 -3.46121 -3.92914 -0.006 -0.043 0.011 0.1091
H 1.52487 -3.93771 -2.22262 0.003 -0.036 -0.044 0.0571
H 3.66656 -1.62276 -4.30406 0.043 0.020 -0.032 0.1437
H 3.69440 0.84509 -3.08980 0.045 0.029 -0.020 0.1357
H 4.32442 1.36038 -0.90852 0.028 -0.032 -0.029 0.1285
H 4.11629 3.50515 0.32330 0.009 0.008 0.008 0.1286
H 1.82731 4.27116 1.01485 -0.005 0.025 0.009 0.1224
H -0.09302 2.77719 0.57903 0.066 -0.029 -0.035 0.0814
S 1.51306 2.43232 7.23919 -0.039 -0.026 -0.330 0.8927
C 1.06436 1.88004 5.69169 0.074 0.083 0.636 -1.3782
S -0.39701 2.32926 4.98248 -0.270 0.131 -0.127 1.0067
C -0.26400 1.33855 3.54500 0.408 -0.188 0.185 -1.1122
C 0.92736 0.56509 3.47386 -0.366 0.324 0.206 -1.1143
S 1.32223 -0.53077 2.29243 -0.112 -0.081 -0.101 0.6897
S 2.01078 0.78383 4.83153 0.244 -0.215 -0.185 1.0051
S -1.52718 1.35742 2.46907 -0.061 0.043 -0.318 0.7279

---

2.
86
Properties=species:S:1:pos:R:3:forces:R:3:lowdin_charge:R:1 method="wB97M-V/def2-TZVPD" gap_ev=8.574 e_lumo_ev=-2.654 homo_ev=-11.23 charge=+1
C 4.35561 1.30381 0.59137 -0.153 -0.870 0.713 -0.0466
C 3.52724 1.14654 1.90090 -0.054 1.154 -0.567 -0.2328
O 2.46458 0.20882 1.78393 0.161 -0.197 -0.129 -0.1649
C 2.92399 -1.12843 1.77880 0.192 -0.165 0.634 -0.2235
C 1.72749 -2.08893 1.73686 0.762 0.143 -0.434 -0.0877
C 1.26258 -2.27810 0.29637 -1.033 1.353 -1.269 -0.2069
C 1.10707 -0.96523 -0.54444 2.233 -0.442 2.544 -0.0601
N 0.26683 -1.23808 -1.76080 -0.695 1.688 1.023 -0.1205
C -0.74680 -0.08718 -1.66161 -1.939 0.061 0.087 -0.1155
C -1.88127 -0.28169 -0.64846 -0.124 1.435 0.059 -0.1776
C -2.80074 0.98860 -0.78164 0.053 -1.255 -0.368 -0.2080
C -3.50297 1.37891 0.53215 0.426 0.103 -1.205 -0.2470
S -5.17851 0.71630 0.58606 -0.891 2.192 1.074 0.3235
O -5.91723 1.16714 -0.54640 0.719 -1.004 -1.191 -0.3061
O -5.76297 1.14124 1.81197 0.494 -0.786 0.916 -0.3190
Cl -4.91506 -1.31154 0.62978 0.005 0.245 -0.203 0.4306
C 0.90799 -1.03176 -3.10670 1.377 0.297 -1.294 -0.0706
C 1.74295 0.23346 -3.23246 0.486 -0.297 0.537 -0.1724
C 1.22478 1.46262 -3.59943 -1.184 -0.139 -0.053 -0.0505
C 2.00268 2.58828 -3.71028 -0.275 0.588 -0.148 -0.0671
C 3.35686 2.51030 -3.48042 0.356 0.390 -0.001 -0.0508
C 3.90936 1.28834 -3.15074 0.408 0.327 0.028 -0.0437
C 3.12668 0.16041 -3.01591 0.359 -1.057 0.391 -0.2216
C 3.86107 -1.13619 -2.65628 -0.372 0.346 -1.024 -0.0168
C -0.32979 -2.58003 -1.46755 -1.646 -2.134 -0.363 -0.3250
P 0.45017 -4.09507 -2.34075 1.978 -0.589 -0.622 0.6226
O 0.15977 -3.87985 -3.94654 -0.898 0.536 1.282 -0.3329
Cl -0.77261 -5.69156 -1.82275 -0.238 0.947 -0.132 0.2899
C -0.09727 -2.95627 -0.00358 1.902 -1.558 0.277 -0.3403
F -1.14032 -2.77292 0.87050 0.098 0.973 -0.452 0.0180
H 5.40104 1.06568 0.81149 -0.051 0.318 -0.342 0.0813
H 3.99914 0.55074 -0.12297 0.113 0.252 -0.043 0.0420
H 4.23661 2.29220 0.14541 0.163 -0.141 0.091 0.0749
H 4.15822 0.94397 2.77690 -0.113 -0.285 -0.206 0.1213
H 3.04986 2.11596 2.08497 -0.090 -0.318 0.176 0.1188
H 3.51284 -1.31177 2.69401 -0.202 0.039 -0.119 0.1364
H 3.62713 -1.32324 0.94562 -0.260 0.048 0.045 0.1216
H 0.95380 -1.72739 2.41958 0.030 -0.141 -0.161 0.1248
H 2.12778 -3.05052 2.08183 -0.456 0.074 0.124 0.1385
H 2.06041 -2.79618 -0.25848 -0.463 -0.631 0.287 0.1389
H 2.13185 -0.63059 -0.70377 -0.454 0.310 -0.935 0.1012
H 0.71626 -0.23050 0.16335 -0.579 0.134 -0.754 0.1378
H -0.24807 0.84566 -1.39348 0.487 -0.448 -0.147 0.1352
H -1.21888 0.11093 -2.63277 0.303 -0.526 -0.022 0.1384
H -2.52658 -1.13752 -0.84023 0.437 -0.151 0.253 0.0766
H -1.50009 -0.25563 0.37856 0.001 -0.568 -0.195 0.1167
H -2.23708 1.80853 -1.24202 -0.155 0.127 0.463 0.1126
H -3.56767 0.70769 -1.51853 0.086 0.416 0.077 0.1121
H -3.65940 2.46515 0.49960 -0.342 -0.241 0.324 0.1054
H -2.93127 1.12555 1.42761 -0.347 -0.129 -0.024 0.1137
H 0.16546 -1.00029 -3.91192 -0.368 -0.205 0.624 0.1452
H 1.58517 -1.84383 -3.37924 -0.364 -0.199 0.548 0.0930
H 0.15866 1.58356 -3.79259 0.154 -0.190 -0.033 0.1180
H 1.51578 3.52182 -3.97836 0.226 -0.073 0.011 0.1179
H 3.97395 3.40082 -3.56119 -0.025 -0.178 -0.012 0.1195
H 4.98085 1.19668 -2.98950 -0.159 0.090 -0.021 0.1235
H 4.91524 -0.99228 -2.90714 -0.085 -0.121 0.455 0.0902
H 3.72651 -1.44413 -1.61521 0.192 -0.025 -0.154 0.0630
H 3.52702 -1.93927 -3.32725 0.076 -0.049 0.364 0.0849
H -1.38846 -2.70986 -1.73574 0.112 0.843 0.096 0.1314
H -0.71735 -3.46783 -4.03452 0.082 -0.301 -0.651 0.0622
H 0.13945 -4.02798 0.11422 -0.427 0.085 -0.444 0.1044
C -3.00702 5.52373 -0.59364 0.048 -0.070 0.022 -0.1125
C -3.88480 6.48676 -0.11569 -0.052 -0.018 0.011 -0.0895
C -3.39628 7.58848 0.57258 0.030 0.001 -0.007 -0.0844
C -2.02992 7.73160 0.77490 -0.020 -0.008 -0.004 -0.0872
C -1.15200 6.77011 0.29398 0.039 -0.010 0.017 -0.0978
C -1.64068 5.66371 -0.38693 -0.039 -0.024 0.005 -0.1111
H -3.38889 4.66170 -1.12959 -0.026 0.040 -0.033 0.0905
H -4.94948 6.37834 -0.27912 0.014 -0.002 0.007 0.1051
H -4.08050 8.33681 0.95098 0.006 -0.005 -0.015 0.1058
H -1.64958 8.59358 1.30775 -0.003 -0.012 -0.006 0.1047
H -0.08655 6.88334 0.45060 -0.015 0.004 0.002 0.1002
H -0.95519 4.91033 -0.75833 0.010 0.026 -0.015 0.0880
C -1.36452 -4.43605 5.97194 0.004 -0.001 0.007 -0.0876
C -1.23072 -3.37783 5.08378 0.024 -0.018 0.000 -0.0890
C -1.17643 -3.62019 3.71726 0.006 -0.058 0.196 -0.1081
C -1.26539 -4.92116 3.23966 0.044 0.040 -0.008 -0.0970
C -1.40266 -5.97914 4.12794 0.020 -0.030 -0.018 -0.0895
C -1.44818 -5.73693 5.49398 -0.007 0.015 -0.005 -0.0867
H -1.40392 -4.24746 7.03715 -0.004 -0.003 -0.013 0.1046
H -1.16825 -2.36300 5.45702 -0.004 -0.014 0.003 0.1015
H -1.06652 -2.79812 3.02839 -0.062 0.037 0.057 0.0664
H -1.22860 -5.11114 2.17310 -0.036 -0.011 0.010 0.0875
H -1.47396 -6.99328 3.75542 0.002 0.011 0.010 0.1031
H -1.55030 -6.56229 6.18670 -0.009 0.009 -0.010 0.1050

---

3.
14
Properties=species:S:1:pos:R:3:forces:R:3:lowdin_charge:R:1 method="wB97M-V/def2-TZVPD" gap_ev=10.263 smiles="C1=NN[C@H]2C=NN[C@H]12" e_lumo_ev=0.957 de_lowest_kcal_mol=104.5 homo_ev=-9.31 charge=0
C 0.70142 0.10395 1.61973 -0.917 -0.544 -1.751 -0.0950
N 1.32346 1.14433 1.20641 0.573 -0.350 1.005 0.0165
N 1.20732 1.33629 -0.19256 0.014 -2.294 0.926 -0.0035
C -0.03531 0.64478 -0.52030 -2.363 -0.211 1.611 -0.2550
C -0.69146 -0.17386 -1.60238 0.886 -0.068 -0.217 -0.1237
N -1.25404 -1.25136 -1.20852 -1.499 0.672 0.139 0.0194
N -1.17125 -1.37394 0.23956 0.115 0.816 0.306 -0.0367
C 0.07123 -0.58399 0.41803 0.552 -0.214 0.212 -0.3098
H 0.64675 -0.31818 2.61209 0.486 0.576 0.237 0.1061
H 1.35962 2.30501 -0.25804 -0.472 1.296 -1.033 0.0955
H -0.92012 1.28702 -0.11802 1.017 -0.718 -0.387 0.1745
H -0.82465 0.10077 -2.61360 0.150 0.146 -1.072 0.0952
H -2.08962 -0.98727 0.64809 1.966 -0.371 -0.849 0.1450
H 0.81438 -1.31978 -0.07519 -0.509 1.264 0.874 0.1716

---

4.
26
Properties=species:S:1:pos:R:3:forces:R:3:lowdin_charge:R:1 method="wB97M-V/def2-TZVPD" gap_ev=9.040 e_lumo_ev=0.971 de_lowest_kcal_mol=95.6 homo_ev=-8.07 charge=0
C -1.34590 -1.32928 0.32539 0.191 -0.384 0.084 -0.2692
C -1.27031 0.90967 1.24849 0.400 -0.013 0.160 -0.1013
C -2.58213 -1.18272 -0.55659 0.270 0.032 0.146 -0.0784
N -0.56925 -0.10273 0.46788 2.199 -0.411 0.840 -0.2585
H -0.01216 0.74850 -0.60826 2.931 1.630 0.357 0.1593
H -0.69180 -2.08493 -0.11612 -0.064 0.077 -0.001 0.1024
H -1.63695 -1.71047 1.31660 -0.023 0.006 0.009 0.1157
H -0.64508 1.80997 1.24935 -0.153 -0.113 0.218 0.0874
H -2.21572 1.17873 0.77929 -0.008 -0.122 -0.074 0.0819
H -1.47575 0.55697 2.27186 0.099 0.209 -0.085 0.0926
H -3.01784 -2.16284 -0.73574 0.009 -0.100 -0.028 0.0728
H -3.35223 -0.57718 -0.08851 -0.056 0.162 0.003 0.0621
H -2.30240 -0.74788 -1.51314 -0.051 0.079 -0.094 0.0798
C 0.92511 -0.41028 1.19672 -3.209 -0.414 -0.618 -0.1371
C 1.85742 -1.28083 0.38911 0.193 0.184 -0.549 -0.0970
C 1.05457 1.45396 -1.19286 -3.162 -1.563 0.561 -0.3487
C 2.00373 2.36686 -1.05020 0.445 -0.142 0.320 -0.0512
O 0.74260 0.86072 -2.38596 0.518 0.337 -1.384 -0.0672
H 1.27904 1.23572 -3.10169 0.053 -0.090 -0.076 0.0841
H 1.37594 0.54505 1.44788 -0.277 0.111 -0.097 0.0976
H 0.57026 -0.94112 2.09070 0.385 0.259 0.086 0.1044
H 2.33748 2.68752 -0.07645 -0.291 0.255 0.167 0.0245
H 2.61796 2.70194 -1.87759 0.058 -0.057 -0.258 0.0357
H 2.25888 -0.74111 -0.47225 -0.015 0.045 0.174 0.0638
H 1.38938 -2.17404 -0.01392 -0.179 -0.144 0.164 0.0612
H 2.70514 -1.61021 1.00602 -0.262 0.166 -0.026 0.0834

---

5.
8
Properties=species:S:1:pos:R:3:forces:R:3:lowdin_charge:R:1 method="wB97M-V/def2-TZVPD" gap_ev=11.926 smiles="O=S(=O)(F)NO" e_lumo_ev=0.486 de_lowest_kcal_mol=0.3 homo_ev=-11.44 charge=0
O 1.55644 -1.02777 -0.40631 0.229 -0.109 -0.122 -0.2430
S 0.21766 -0.92997 0.03415 -1.705 0.977 -1.758 0.6862
O -0.19218 -1.26020 1.34088 -0.223 -0.020 0.050 -0.2310
F -0.67184 -1.80453 -1.00474 0.844 1.034 1.063 -0.1829
N -0.46268 0.72545 -0.41695 0.450 -2.704 1.093 -0.1149
O 0.11769 1.46321 0.63029 -0.004 0.930 -0.026 -0.1181
H 0.06191 0.94012 -1.25932 0.272 0.235 -0.097 0.0915
H -0.62701 1.89368 1.08201 0.137 -0.343 -0.203 0.1122